(1)
The following is a DFT calculation (the ωB97M-V functional and the def2-TZVPD basis) of a cluster of 7 separate species, C6H28N2O6 in total.

Geometry (Å):
C: -0.701 -0.437 2.269
C: -0.788 -0.425 0.779
N: 0.371 -1.216 0.239
C: 1.729 -0.894 0.620
C: -0.381 -2.827 -1.503
C: 0.232 -1.373 -1.229
C: -0.607 -0.473 -2.165
N: 0.223 0.554 -2.826
H: 0.095 0.011 2.828
H: -0.824 -1.421 2.766
H: -1.456 0.216 2.733
H: -1.643 -0.985 0.408
H: -0.850 0.609 0.470
H: 2.233 0.059 0.320
H: 1.768 -0.859 1.725
H: 2.423 -1.619 0.170
H: -1.392 -2.779 -1.043
H: 0.177 -3.527 -0.874
H: -0.444 -3.007 -2.565
H: 1.247 -1.370 -1.595
H: -1.388 0.098 -1.648
H: -1.054 -1.071 -2.994
H: 0.782 0.157 -3.571
H: -0.307 1.324 -3.214
H: -1.353 3.123 0.912
H: -1.886 2.664 2.127
O: -2.225 3.150 1.359
H: 0.603 -3.062 1.261
H: 1.727 -3.020 2.143
O: 0.986 -3.623 1.973
H: 3.123 2.919 -1.934
H: 2.035 1.561 -2.119
O: 2.429 2.314 -1.667
H: 1.092 1.753 2.001
H: 2.082 2.824 2.445
O: 1.753 1.956 2.673
H: -4.341 0.630 0.067
H: -3.150 1.320 0.517
O: -3.449 0.804 -0.239
H: -0.194 1.805 -1.001
H: 1.120 2.133 -0.476
O: 0.203 2.003 -0.143

* orbital gap: 8.777 eV
* ΔE to the lowest compared entry with this formula, charge and spin: 66.7 kcal/mol
* 2S+1: 1
* LUMO energy: 0.2388 eV
* E_tot: -806.2806 Ha
* SMILES string: CCN(C)[C@@H](C)CN.O.O.O.O.O.O
* total charge: 0
* maximum force: 2.88 eV/A



(2)
The following is a DFT calculation (the ωB97M-V functional and the def2-TZVPD basis) of a cluster of 10 separate species, C6H28O11 in total.

Geometry (Å):
O: 3.044 -0.554 1.023
C: 2.533 -0.276 -0.031
O: 2.171 -1.245 -0.893
C: 2.190 1.140 -0.389
C: 0.956 1.388 -1.255
C: -0.297 0.910 -0.505
C: -0.739 -1.378 0.237
C: -0.673 -0.515 -0.748
H: 1.841 -0.863 -1.729
H: 2.136 1.683 0.557
H: 3.019 1.677 -0.846
H: 0.871 2.395 -1.658
H: 1.102 0.798 -2.168
H: -0.084 0.935 0.574
H: -1.059 1.684 -0.604
H: -0.898 -2.450 0.252
H: -0.396 -1.150 1.237
H: -0.822 -0.761 -1.790
H: -0.047 -0.956 3.412
H: 0.458 0.429 2.875
O: -0.195 0.002 3.449
H: 2.045 -2.006 1.974
H: 1.010 -2.950 1.454
O: 1.258 -2.494 2.270
H: 0.343 2.933 1.890
H: 0.978 3.011 3.319
O: 1.001 2.541 2.478
H: -1.724 2.329 1.508
H: -1.973 3.819 1.477
O: -1.324 3.166 1.192
H: -2.136 0.997 -3.788
H: -2.753 0.430 -2.509
O: -2.270 0.164 -3.323
H: 0.388 -4.368 -1.372
H: 0.745 -2.962 -1.309
O: 0.396 -3.595 -1.953
H: -3.159 1.053 3.258
H: -1.759 0.533 2.947
O: -2.513 1.033 2.544
H: -3.940 -0.366 -0.798
H: -3.351 0.892 -0.109
O: -3.661 0.541 -0.952
H: 0.403 -1.904 -4.339
H: -0.346 -0.698 -3.694
O: 0.527 -1.106 -3.809

* orbital gap: 9.839 eV
* ΔE to the lowest compared entry with this formula, charge and spin: 47.1 kcal/mol
* 2S+1: 1
* LUMO energy: 0.2413 eV
* E_tot: -1073.0637 Ha
* SMILES string: C=CCCCC(=O)O.O.O.O.O.O.O.O.O.O
* total charge: 0
* maximum force: 1.80 eV/A



(3)
The following is a DFT calculation (the ωB97M-V functional and the def2-TZVPD basis) of a cluster of 8 separate species, C6H29NO7 in total.

Geometry (Å):
C: 0.702 -0.337 -0.260
N: -0.673 -0.870 -0.123
C: -0.835 -2.319 -0.271
C: -2.364 -2.620 0.040
C: 0.635 1.164 -0.061
C: 2.283 1.542 1.696
C: 0.757 1.568 1.432
H: 1.453 -0.781 0.406
H: 1.049 -0.517 -1.324
H: -1.007 -0.688 0.843
H: -0.866 -2.723 -1.369
H: -0.186 -2.862 0.363
H: -2.773 -3.556 -0.158
H: -3.027 -1.700 -0.413
H: -2.478 -2.567 1.121
H: -0.437 1.571 -0.281
H: 1.404 1.615 -0.625
H: 2.705 2.398 1.293
H: 2.391 1.401 2.702
H: 2.955 0.664 1.464
H: 0.272 0.762 1.985
H: 0.349 2.586 1.522
H: -1.370 1.821 -1.979
H: -1.506 3.173 -2.420
O: -0.833 2.508 -2.257
H: 1.312 3.057 -2.266
H: 2.756 2.780 -1.939
O: 2.204 2.941 -2.648
H: -0.418 -0.923 2.939
H: -0.560 -2.462 2.952
O: 0.131 -1.844 3.013
H: -1.342 1.356 2.592
H: -2.711 0.867 2.016
O: -1.916 0.570 2.461
H: -1.974 -0.098 -1.344
H: -1.182 0.192 -2.733
O: -2.158 0.249 -2.182
H: -0.820 -0.251 -4.447
H: 0.390 0.450 -3.815
O: -0.013 -0.350 -4.095
H: 2.393 -3.362 1.805
H: 2.478 -1.922 2.513
O: 2.829 -2.480 1.853

* orbital gap: 9.428 eV
* ΔE to the lowest compared entry with this formula, charge and spin: 67.0 kcal/mol
* 2S+1: 1
* LUMO energy: 0.1771 eV
* E_tot: -827.3109 Ha
* SMILES string: CCCCNCC.O.O.O.O.O.O.O
* total charge: 0
* maximum force: 5.65 eV/A



(4)
The following is a DFT calculation (the ωB97M-V functional and the def2-TZVPD basis) of an isolated molecule of C6H2Cl3O2P.

Geometry (Å):
C: 0.765 -0.646 -1.868
C: 0.367 0.006 -0.643
C: 0.943 -0.185 0.573
C: 1.826 -1.441 -1.889
C: 3.750 -1.636 -0.381
C: 2.584 -1.938 -0.771
O: -0.703 0.779 -0.667
O: -0.907 1.361 0.643
P: 0.005 0.690 1.868
Cl: 2.513 -2.157 -3.265
Cl: 4.955 -2.257 0.601
Cl: 1.479 -2.773 0.539
H: 0.236 -0.414 -2.908
H: -0.788 -0.316 2.183

* orbital gap (spin up / spin down): 7.048 / 6.659 eV
* ΔE to the lowest compared entry with this formula, charge and spin: 169.5 kcal/mol
* 2S+1: 1
* LUMO energy (spin up / spin down): -1.2750 / -1.9483 eV
* E_tot: -2101.8852 Ha
* total charge: 0
* maximum force: 3.84 eV/A



(5)
The following is a DFT calculation (the ωB97M-V functional and the def2-TZVPD basis) of an isolated molecule of C6H2Cl4S.

Geometry (Å):
Cl: -0.351 -1.530 -2.957
Cl: 2.469 -1.781 -1.489
Cl: 2.925 -0.309 1.243
Cl: 0.562 1.630 2.469
S: -2.319 1.455 1.025
C: -1.113 -0.044 -0.858
C: -0.061 -0.809 -1.395
C: 1.177 -0.874 -0.743
C: 1.343 -0.169 0.460
C: 0.316 0.631 0.989
C: -0.954 0.644 0.339
H: -1.932 1.210 2.320
H: -2.062 -0.053 -1.402

* orbital gap: 9.230 eV
* ΔE to the lowest compared entry with this formula, charge and spin: 0.0 kcal/mol
* 2S+1: 1
* LUMO energy: 0.1993 eV
* E_tot: -2468.7927 Ha
* SMILES string: Sc1cc(Cl)c(Cl)c(Cl)c1Cl
* total charge: 0
* maximum force: 1.85 eV/A



(6)
The following is a DFT calculation (the ωB97M-V functional and the def2-TZVPD basis) of a cluster of 9 separate species, C6H30NO8 in total.

Geometry (Å):
C: 2.349 0.317 1.401
C: 1.003 0.845 0.947
C: -0.048 1.112 2.040
C: -1.103 2.098 1.788
C: -2.434 1.698 1.571
C: -0.769 3.518 2.001
N: 0.363 0.006 -0.184
H: 2.922 0.083 0.504
H: 2.267 -0.681 1.839
H: 2.893 1.008 2.032
H: 1.214 1.776 0.411
H: 0.500 1.350 2.958
H: -0.463 0.141 2.349
H: -2.744 0.680 1.359
H: -3.232 2.396 1.662
H: -0.565 3.619 3.065
H: 0.138 3.809 1.457
H: -1.479 4.199 1.531
H: 0.683 -0.913 0.189
H: 0.857 0.151 -1.066
H: -0.615 0.215 -0.330
H: 0.039 -2.808 4.155
H: 1.142 -1.686 4.091
O: 0.260 -1.939 3.811
H: -0.170 1.951 -2.989
H: 1.314 2.440 -2.965
O: 0.714 1.752 -2.662
H: -2.148 -2.610 1.211
H: -0.960 -2.321 2.197
O: -1.277 -2.232 1.288
H: 2.364 -0.271 -2.356
H: 3.732 0.324 -1.961
O: 2.889 0.125 -1.656
H: 0.706 -3.130 0.056
H: 1.219 -2.454 -1.223
O: 1.336 -2.463 -0.245
H: -2.226 -1.895 -1.699
H: -2.206 -0.593 -2.406
O: -1.624 -1.192 -1.901
H: 0.945 -3.365 -3.397
H: -0.046 -2.277 -2.972
O: 0.889 -2.515 -2.942
H: -3.407 1.483 -2.438
H: -3.013 1.085 -3.866
O: -2.699 1.082 -2.952

* orbital gap (spin up / spin down): 9.219 / 5.554 eV
* 2S+1: 2
* LUMO energy (spin up / spin down): -7.4777 / -11.1425 eV
* E_tot: -902.6441 Ha
* total charge: +2
* maximum force: 2.96 eV/A